(1)
The following is a DFT calculation (ωB97M-V with the def2-TZVPD basis set) of the ion C12H14N3 with charge +1 at a distorted geometry.

Each line ends with the natural charge from an NBO analysis.
Geometry (Å):
C: -2.98 2.49 0.14  -0.408
C: -2.32 1.38 -0.13  0.123
N: -0.94 1.14 -0.21  -0.375
N: -0.70 -0.17 -0.25  -0.043
C: 0.57 -0.81 -0.34  0.091
C: 1.85 -0.28 -0.13  -0.181
C: 2.93 -1.23 -0.06  -0.124
C: 4.27 -0.85 0.00  -0.208
C: 4.53 0.53 0.06  -0.131
C: 3.53 1.44 0.17  -0.230
C: 2.22 1.07 0.02  -0.148
C: -1.87 -0.88 -0.12  0.038
C: -1.82 -2.32 0.02  -0.652
C: -2.91 -0.02 -0.08  0.222
N: -4.20 -0.20 0.18  -0.740
H: -2.41 3.49 0.09  0.232
H: -4.01 2.54 0.06  0.218
H: -0.25 1.77 -0.32  0.413
H: 0.43 -1.91 -0.41  0.236
H: 2.57 -2.24 -0.25  0.215
H: 5.06 -1.58 -0.09  0.245
H: 5.65 0.86 -0.12  0.243
H: 3.87 2.44 0.43  0.242
H: 1.48 1.89 0.21  0.194
H: -1.34 -2.54 0.96  0.240
H: -1.18 -2.89 -0.70  0.236
H: -2.85 -2.68 -0.12  0.247
H: -4.56 -1.05 0.45  0.405
H: -4.62 0.61 0.54  0.399

Its orbital gap (spin up / spin down) is 6.32 / 6.37 eV. As for the total charge: +1. The calculation puts the energy above the lowest of the compared OMol25 structures with the same formula, charge and spin at 183.5 kJ/mol. As for the SMILES: C=c1[nH]/[n+](=C\c2ccccc2)c(C)c1N. The calculation puts the HOMO energy (spin up / spin down) at -11.11 / -11.13 eV. Its multiplicity is 1. The total energy comes out at -629.59337 a.u. The value obtained for the LUMO energy (spin up / spin down) is -4.787 / -4.759 eV.

(2)
The following is a DFT calculation (ωB97M-V with the def2-TZVPD basis set) of a cluster of 2 separate species, C2H6BrN in total at a distorted geometry.

Each line ends with the natural charge from an NBO analysis.
Geometry (Å):
C: -1.51 0.15 0.55  -0.043
N: -0.52 -0.50 0.39  -0.379
C: 0.21 -0.34 -0.75  -0.454
H: -2.12 0.54 -0.38  0.111
H: -2.22 -0.22 1.31  0.166
H: -0.21 -0.94 -1.57  0.214
H: 0.12 0.58 -1.23  0.183
H: 1.33 -0.58 -0.60  0.198
Br: 2.43 0.35 1.80  -0.197
H: 2.49 0.96 0.48  0.202

Its orbital gap is 10.25 eV. The calculation puts the energy above the lowest of the compared OMol25 structures with the same formula, charge and spin at 121.7 kJ/mol. As for the SMILES: C=NC.Br. The calculation puts the HOMO energy at -9.52 eV. Its multiplicity is 1. The total energy comes out at -2708.48525 a.u. The value obtained for the LUMO energy is 0.726 eV.

(3)
The following is a DFT calculation (ωB97M-V with the def2-TZVPD basis set) of a structure of composition C12H10CsN3O5S5 at a distorted geometry.

Each line ends with the Löwdin charge.
Geometry (Å):
Cs: -0.94 0.29 0.70  1.205
O: 0.20 -4.65 -0.80  -0.034
C: 0.10 -3.55 -0.23  -0.647
O: 0.48 -2.41 -0.65  -0.128
C: -0.52 -3.58 1.18  -0.194
C: -0.54 -4.77 1.89  -0.028
C: -1.03 -4.76 3.19  -0.075
C: -1.50 -3.57 3.72  -0.026
C: -1.50 -2.43 2.92  -0.199
N: -1.00 -2.44 1.68  0.055
C: -2.07 -1.11 3.47  -0.702
O: -2.06 -1.00 4.71  -0.043
O: -2.48 -0.29 2.60  -0.373
H: -0.16 -5.66 1.41  0.102
H: -1.04 -5.67 3.78  0.090
H: -1.88 -3.49 4.73  0.104
C: 0.42 2.69 -5.00  -0.414
S: -1.12 3.52 -5.47  0.750
C: -1.25 4.68 -4.17  -1.050
C: -1.45 4.37 -2.85  -1.226
S: -1.60 2.85 -2.12  0.421
S: -1.49 5.82 -1.83  0.870
C: -1.25 7.04 -3.03  -1.562
S: -1.19 8.67 -2.71  0.398
S: -1.04 6.37 -4.59  0.847
H: 0.58 1.88 -5.72  0.025
H: 0.31 2.28 -4.00  -0.008
H: 1.26 3.39 -5.05  0.033
N: 3.92 -0.02 2.03  0.113
C: 2.69 -0.15 1.37  -0.675
N: 2.35 -1.42 1.06  0.171
O: 2.02 0.84 1.11  -0.094
H: 4.19 -0.79 2.62  0.074
H: 3.99 0.87 2.50  0.083
H: 3.02 -2.15 1.19  0.097
H: 1.57 -1.64 0.39  0.040

Its orbital gap is 6.10 eV. As for the total charge: -2. The calculation puts the energy above the lowest of the compared OMol25 structures with the same formula, charge and spin at 33.7 kJ/mol. The calculation puts the HOMO energy at -2.27 eV. Its multiplicity is 1. The total energy comes out at -3015.05856 a.u. The value obtained for the LUMO energy is 3.825 eV.

(4)
The following is a DFT calculation (ωB97M-V with the def2-TZVPD basis set) of the molecule C4H8N2S at a distorted geometry.

Each line ends with the natural charge from an NBO analysis.
Geometry (Å):
H: -2.57 -0.45 -2.64  0.365
N: -1.63 -0.24 -2.44  -0.735
C: -1.19 -0.31 -1.33  0.380
N: -0.11 0.27 -0.92  -0.628
C: 0.55 -0.12 0.31  -0.018
C: 1.58 0.76 0.64  -0.622
C: -0.71 -0.51 1.36  -0.518
S: -1.76 -1.30 0.14  0.141
H: 0.73 0.65 -1.59  0.404
H: 1.21 -1.07 0.08  0.164
H: 2.28 1.03 -0.11  0.225
H: 1.02 1.78 0.98  0.186
H: 1.93 0.30 1.62  0.231
H: -0.94 0.40 1.88  0.212
H: -0.39 -1.19 2.01  0.213

Its orbital gap is 9.76 eV. The calculation puts the energy above the lowest of the compared OMol25 structures with the same formula, charge and spin at 275.2 kJ/mol. As for the SMILES: [H]/N=C1/N[C@@H](C)CS1. The calculation puts the HOMO energy at -9.04 eV. Its multiplicity is 1. The total energy comes out at -664.82796 a.u. The value obtained for the LUMO energy is 0.717 eV.

What did the first record say?
The following is a DFT calculation (ωB97M-V with the def2-TZVPD basis set) of the ion C12H14N3 with charge +1 at a distorted geometry.

Each line ends with the natural charge from an NBO analysis.
Geometry (Å):
C: -2.98 2.49 0.14  -0.408
C: -2.32 1.38 -0.13  0.123
N: -0.94 1.14 -0.21  -0.375
N: -0.70 -0.17 -0.25  -0.043
C: 0.57 -0.81 -0.34  0.091
C: 1.85 -0.28 -0.13  -0.181
C: 2.93 -1.23 -0.06  -0.124
C: 4.27 -0.85 0.00  -0.208
C: 4.53 0.53 0.06  -0.131
C: 3.53 1.44 0.17  -0.230
C: 2.22 1.07 0.02  -0.148
C: -1.87 -0.88 -0.12  0.038
C: -1.82 -2.32 0.02  -0.652
C: -2.91 -0.02 -0.08  0.222
N: -4.20 -0.20 0.18  -0.740
H: -2.41 3.49 0.09  0.232
H: -4.01 2.54 0.06  0.218
H: -0.25 1.77 -0.32  0.413
H: 0.43 -1.91 -0.41  0.236
H: 2.57 -2.24 -0.25  0.215
H: 5.06 -1.58 -0.09  0.245
H: 5.65 0.86 -0.12  0.243
H: 3.87 2.44 0.43  0.242
H: 1.48 1.89 0.21  0.194
H: -1.34 -2.54 0.96  0.240
H: -1.18 -2.89 -0.70  0.236
H: -2.85 -2.68 -0.12  0.247
H: -4.56 -1.05 0.45  0.405
H: -4.62 0.61 0.54  0.399

Its orbital gap (spin up / spin down) is 6.32 / 6.37 eV. As for the total charge: +1. The calculation puts the energy above the lowest of the compared OMol25 structures with the same formula, charge and spin at 183.5 kJ/mol. As for the SMILES: C=c1[nH]/[n+](=C\c2ccccc2)c(C)c1N. The calculation puts the HOMO energy (spin up / spin down) at -11.11 / -11.13 eV. Its multiplicity is 1. The total energy comes out at -629.59337 a.u. The value obtained for the LUMO energy (spin up / spin down) is -4.787 / -4.759 eV.